Record 1
DFT (ωB97M-V with the def2-TZVPD basis set) results for an isolated ion of composition C5H13N3 and charge +1.

Structure (XYZ):
```
21
C5H13N3 | OMol25 | ωB97M-V with the def2-TZVPD basis set
C -1.503 1.798 -0.427
C -1.465 0.490 0.366
C -1.122 -0.761 -0.473
C 0.366 -0.986 -0.737
N 1.192 -0.983 0.493
C 2.506 -1.334 0.336
N 3.394 -0.984 1.202
N -2.878 2.294 -0.438
H -0.954 2.584 0.091
H -1.144 1.710 -1.456
H -2.348 0.429 0.998
H -0.645 0.581 1.098
H -1.621 -0.645 -1.432
H -1.465 -1.645 0.052
H 0.838 -0.371 -1.506
H 0.418 -2.002 -1.115
H 1.117 -0.081 0.981
H 2.652 -2.018 -0.506
H 4.332 -1.195 0.841
H -2.855 3.232 -0.817
H -3.414 1.671 -1.015
```

Properties
Relative energy (zero: lowest compared OMol25 entry of this formula, charge and spin), kcal/mol: 26.74
Molecular weight, g mol⁻¹: 115.18
Calculated total energy, eV: -9856.5470
Spin multiplicity: 2
Max |F|, eV Å⁻¹: 3.23
⟨S²⟩: 0.786
Total charge: +1

Record 2
DFT (ωB97M-V with the def2-TZVPD basis set) results for C5H13N3 as an isolated structure.

Structure (XYZ):
```
21
C5H13N3 | OMol25 | ωB97M-V with the def2-TZVPD basis set
C 0.023 -0.579 -2.462
C -0.732 -0.296 -0.160
C -0.284 -0.174 2.791
C 1.344 1.025 1.076
C -0.045 0.627 1.504
N 0.815 -0.196 -3.431
N -1.962 -0.791 -0.106
N 0.121 -0.214 -1.169
H -0.727 -1.256 -2.754
H 0.054 -1.159 2.491
H 0.361 0.168 3.545
H -1.340 -0.252 3.187
H 1.768 1.865 1.645
H 1.217 1.532 0.100
H 1.962 0.149 1.013
H -0.717 1.474 1.411
H 0.558 -0.456 -4.432
H 1.527 0.486 -3.398
H -2.361 -0.876 0.778
H -2.613 -1.224 -0.760
H 1.031 0.147 -0.865
```

Properties
Relative energy (zero: lowest compared OMol25 entry of this formula, charge and spin), kcal/mol: 26.61
Molecular weight, g mol⁻¹: 115.18
Calculated total energy, eV: -9847.2500
Max |F|, eV Å⁻¹: 4.67
Total charge: +2